No. 1
C23H37Cl5N2O3PPt | ωB97M-V/def2-TZVPD

charge = +3
HOMO-LUMO gap = 5.715 eV
HOMO energy = -16.57 eV

Each line ends with the Mulliken charge.
Cartesian coordinates (Å):
Pt -0.62 0.21 -0.28  0.96
Cl -5.02 -1.29 2.76  -0.11
Cl 0.80 -3.13 0.82  -0.02
Cl -3.52 -3.63 4.17  -0.11
Cl -0.59 -4.32 3.31  -0.10
Cl -3.64 0.35 0.54  -0.07
P -0.40 -1.13 -1.87  0.25
O 1.71 1.76 0.56  -0.34
O -0.10 1.87 -1.48  -1.05
O -0.87 1.55 1.31  -0.77
N 0.44 3.98 -2.02  0.07
N -0.55 2.66 3.23  0.11
C -1.43 -2.99 2.59  1.31
C 2.09 -1.95 -2.90  -1.36
C 0.99 -0.87 -2.98  0.92
C -3.41 -1.65 2.33  0.18
C -0.08 2.08 2.16  1.08
C -1.43 -1.16 0.98  -2.45
C -2.74 -2.71 2.97  0.08
C 1.42 2.03 1.91  -1.40
C 0.62 2.90 -1.29  1.26
C -1.55 -2.36 -2.50  0.91
C -2.81 -2.57 -1.66  -1.49
C -2.76 -0.90 1.35  1.17
C 3.49 -3.22 1.67  -1.48
C 1.29 5.17 -1.94  -1.12
C 0.32 3.28 4.25  -1.08
C 1.75 2.90 -0.27  -1.50
C -0.94 -3.67 -3.00  -1.31
C 1.77 -1.78 3.06  -0.84
C -0.81 -2.22 1.62  -0.61
C 0.46 -0.63 -4.41  -1.59
C -1.99 2.73 3.49  -1.06
C 2.31 -2.55 2.19  0.82
C -0.66 4.06 -2.99  -1.05
H 4.29 -3.06 2.41  0.38
H -1.07 5.06 -2.96  0.44
H 1.73 -2.93 -3.20  0.27
H 2.70 2.88 -0.82  0.59
H 0.55 4.31 3.98  0.32
H 0.69 -1.57 3.01  0.51
H -2.25 2.06 4.31  0.37
H 1.84 1.22 2.50  0.46
H 0.80 5.94 -1.33  0.35
H 0.07 -1.54 -4.86  0.32
H -3.27 -1.64 -1.36  0.39
H -0.12 -3.94 0.30  0.35
H 1.76 -3.92 0.20  0.40
H 3.35 -4.30 1.59  0.47
H -2.24 3.75 3.79  0.44
H -2.55 2.46 2.60  0.31
H 1.24 2.71 4.38  0.42
H -1.85 -1.77 -3.40  0.46
H 1.90 2.96 2.24  0.63
H 3.84 -2.80 0.73  0.36
H -0.27 3.87 -4.00  0.33
H -1.43 3.34 -2.75  0.33
H -0.31 0.14 -4.44  0.44
H 1.29 -0.28 -5.02  0.49
H 2.27 4.94 -1.54  0.46
H 2.52 -2.01 -1.90  0.32
H 1.72 3.82 0.31  0.64
H 2.34 -1.40 3.90  0.40
H -0.22 3.27 5.19  0.40
H 2.88 -1.66 -3.59  0.48
H -2.59 -3.17 -0.77  0.28
H -0.17 -3.54 -3.76  0.32
H 1.42 5.56 -2.95  0.39
H -0.52 -4.26 -2.18  0.23
H -3.53 -3.13 -2.26  0.50
H -1.73 -4.27 -3.45  0.46
H 1.41 0.07 -2.59  0.07

No. 2
C15H23N3O3S | ωB97M-V/def2-TZVPD

HOMO-LUMO gap = 9.888 eV
structure (SMILES) = CCCS(=O)(=O)N1CCC(C(=O)NCc2cccnc2)CC1
HOMO energy = -9.33 eV

Each line ends with the Mulliken charge.
Cartesian coordinates (Å):
S 0.08 3.21 0.62  1.04
O -0.28 3.43 -0.76  -0.71
O -1.64 -1.68 1.58  -0.66
O -0.74 3.79 1.65  -0.67
N 0.22 1.58 0.90  0.06
N -1.39 -2.77 -3.67  -0.60
N -0.37 -3.08 0.37  -0.19
C 1.33 6.18 1.22  -1.11
C -1.93 -5.09 -3.66  -0.36
C 1.19 -0.49 0.11  -0.77
C -0.32 0.99 2.10  -0.69
C 0.56 -0.18 2.53  -1.14
C -1.56 -3.94 -1.59  0.63
C -1.46 -3.90 -0.09  -0.84
C 0.25 0.66 -0.22  -0.90
C -0.56 -1.98 1.14  0.15
C 1.81 3.74 0.83  -0.59
C -1.68 -3.89 -4.31  -0.38
C 0.73 -1.20 1.40  0.21
C -1.34 -2.80 -2.36  -0.22
C -1.86 -5.11 -2.27  -0.75
C 1.98 5.15 0.31  -0.51
H -0.35 1.77 2.86  0.48
H -1.11 -1.85 -1.88  0.64
H 0.55 -3.29 0.01  0.32
H 0.10 -0.67 3.39  0.38
H 2.02 3.66 1.89  0.36
H 0.28 5.93 1.37  0.34
H 1.54 0.19 2.82  0.41
H 1.50 -1.93 1.69  0.45
H 1.82 6.19 2.19  0.29
H 1.40 7.17 0.79  0.35
H -1.71 -3.82 -5.39  0.36
H -2.37 -3.46 0.34  0.31
H -2.17 -5.98 -4.21  0.39
H 3.05 5.37 0.20  0.35
H -1.35 0.63 1.93  0.31
H -2.04 -6.03 -1.73  0.38
H 1.24 -1.18 -0.73  0.50
H 0.58 1.22 -1.10  0.56
H -1.36 -4.92 0.30  0.40
H 2.39 3.02 0.27  0.32
H 2.20 -0.08 0.28  0.43
H 1.52 5.19 -0.68  0.33
H -0.76 0.28 -0.42  0.33

No. 3
C4H9IO2Si | ωB97M-V/def2-TZVPD

HOMO-LUMO gap = 9.282 eV
HOMO energy = -8.95 eV

Each line ends with the Mulliken charge.
Cartesian coordinates (Å):
I -0.68 2.55 0.30  -0.16
Si -0.74 0.10 0.45  0.52
O -2.17 -0.48 0.02  -0.22
O -0.53 -0.51 1.89  -0.18
C 1.30 -0.45 -1.09  -0.23
C 0.61 -0.31 2.69  -0.67
C -2.69 -0.36 -1.23  -0.71
C 2.13 0.55 -1.30  -0.73
H -3.56 -1.04 -1.51  0.26
H -3.08 0.75 -1.47  0.22
H 2.10 1.49 -0.89  0.12
H 0.48 -0.34 3.76  0.25
H -2.04 -0.48 -2.08  0.33
H 1.30 -0.94 2.25  0.34
H 2.92 0.56 -1.89  0.35
H 0.91 0.77 2.61  0.24
H 1.40 -1.45 -1.57  0.27

No. 4
C8H12O2 | ωB97M-V/def2-TZVPD

HOMO-LUMO gap = 8.925 eV
structure (SMILES) = Cc1ccc(O)cc1.CO
HOMO energy = -8.31 eV

Each line ends with the Mulliken charge.
Cartesian coordinates (Å):
O 0.28 2.52 -2.18  -0.40
O -2.09 -2.59 1.15  -0.54
C 2.19 0.96 0.83  -1.40
C -0.52 3.04 -3.26  -0.60
C 1.14 -0.04 0.83  1.07
C 1.33 -1.43 1.08  -0.70
C -0.11 0.48 0.53  -0.67
C -1.10 -1.74 0.91  0.37
C 0.20 -2.23 1.11  -0.14
C -1.16 -0.44 0.42  -0.25
H -0.22 1.67 0.59  0.24
H -2.86 -2.55 0.51  0.34
H -0.32 1.77 -2.02  0.25
H -0.45 2.48 -4.24  0.26
H 3.00 0.71 1.60  0.35
H -1.60 3.00 -3.18  0.27
H 2.64 1.00 -0.23  0.22
H -2.21 -0.08 0.16  0.21
H 2.37 -1.67 1.41  0.28
H 1.98 1.98 1.03  0.38
H 0.23 -3.35 1.41  0.24
H 0.03 4.00 -3.49  0.21

No. 5
C6H11NO | ωB97M-V/def2-TZVPD

charge = +1
HOMO-LUMO gap (alpha / beta) = 8.313 / 5.145 eV
spin multiplicity = 2
HOMO energy (alpha / beta) = -13.73 / -13.71 eV

Each line ends with the Löwdin spin population.
Cartesian coordinates (Å):
O 2.98 0.58 -0.44  0.00
N -2.74 0.41 -1.49  0.14
C 1.23 -0.57 0.41  0.02
C -1.50 0.55 -0.81  0.25
C -1.07 0.51 0.46  0.34
C 0.39 0.57 0.97  0.05
C -3.74 -0.36 -1.09  0.14
C 2.70 -0.37 0.54  0.00
H 3.54 0.12 -1.18  0.00
H 0.98 -0.63 -0.66  0.00
H 0.79 1.55 0.73  0.02
H 3.05 0.13 1.48  0.00
H 0.31 0.31 2.21  0.00
H -3.81 -0.85 -0.16  0.01
H -1.89 0.43 1.30  0.01
H 0.71 -1.58 0.76  0.00
H -0.78 0.89 -1.50  0.01
H -4.53 -0.40 -1.71  0.01
H 3.38 -1.28 0.19  0.00

No. 6
C4H10O3 | ωB97M-V/def2-TZVPD

charge = -2
HOMO-LUMO gap = 5.863 eV
HOMO energy = 0.64 eV

Each line ends with the Mulliken charge.
Cartesian coordinates (Å):
O 1.69 2.15 2.79  -0.96
O -0.69 -1.08 -1.95  -0.89
O -1.82 -3.31 -1.53  -0.77
C 0.02 0.03 0.16  -0.39
C 0.69 1.31 0.68  -0.37
C -0.71 0.07 -1.24  -0.61
C 1.67 1.12 1.88  -0.43
H -0.15 0.87 -1.76  0.24
H -1.41 -2.37 -1.67  0.45
H -1.70 0.55 -1.02  0.20
H -0.69 -0.34 0.91  0.24
H -2.63 -3.26 -2.06  0.24
H 1.35 0.19 2.35  0.18
H 0.69 -0.84 0.09  0.29
H 1.10 1.95 -0.11  0.34
H 2.69 1.00 1.41  0.11
H -0.12 1.95 1.07  0.14

No. 7
C35H61Br2ClNO8P2 | ωB97M-V/def2-TZVPD

charge = +1
HOMO-LUMO gap = 6.539 eV
HOMO energy = -10.40 eV

Each line ends with the Mulliken charge.
Cartesian coordinates (Å):
Br 4.17 -1.97 -4.33  -0.14
Br 1.11 5.64 -1.76  -0.21
Cl -0.38 0.81 -4.33  -0.24
P 1.76 3.81 -2.90  -0.04
P -0.35 1.49 -2.36  0.42
O -4.23 2.82 0.46  -0.30
O -1.42 2.81 -2.19  -0.50
O -8.31 3.09 2.31  -0.54
O 6.23 -5.94 -4.17  -0.54
O 1.84 -1.99 0.42  -0.42
O 4.74 -5.04 0.67  -0.61
O -8.93 -1.29 3.83  -0.57
O 0.75 3.75 -4.26  -0.45
N 1.08 0.88 -0.03  1.44
C -0.87 -0.66 0.64  -0.58
C 1.78 0.15 -0.86  0.25
C -10.00 0.79 3.43  -0.88
C 1.56 4.33 4.73  -0.42
C -9.24 4.57 0.70  -1.20
C 1.24 2.34 -0.32  -1.07
C -9.89 -0.57 4.05  0.81
C 4.28 -0.17 -3.46  -0.11
C -3.84 1.66 1.21  -0.67
C -2.31 -0.40 1.20  -1.12
C -3.17 0.58 0.26  0.09
C 4.44 -5.71 -0.30  0.81
C 3.14 -2.07 1.03  0.79
C 2.79 0.31 -3.25  -1.29
C 3.08 -1.85 2.61  -1.20
C 2.10 3.52 1.88  -0.18
C 7.60 -6.15 -6.10  -1.16
C 1.96 4.95 2.25  -0.49
C 5.46 -6.55 -1.02  -0.84
C -8.13 3.78 1.33  0.74
C 3.03 -5.75 -0.82  -0.97
C 1.69 2.92 4.37  -0.69
C 2.42 3.10 0.42  -0.53
C 1.37 2.23 -1.92  1.70
C 1.88 -1.42 -0.87  -1.52
C 0.20 0.43 1.09  -0.47
C 1.69 5.33 3.65  -0.63
C -6.76 3.88 0.70  -0.73
C 1.95 2.55 2.97  0.23
C 7.85 -7.67 -4.04  -0.97
C 7.14 -6.53 -4.72  0.87
C -3.27 3.88 0.59  -0.69
C 2.52 1.11 -1.92  -0.08
C -11.00 -1.02 4.96  -1.08
C 5.13 -0.35 -2.13  -1.28
H -6.06 3.27 1.26  0.09
H 1.62 2.09 5.11  0.37
H 2.64 -6.76 -0.77  0.42
H -10.04 1.55 4.21  0.30
H -0.38 1.29 1.52  0.65
H 5.18 -7.60 -0.98  0.36
H 2.07 5.79 1.53  0.30
H -2.55 1.04 -0.56  -0.08
H 7.41 -7.84 -3.06  0.16
H -10.90 0.84 2.81  0.33
H 2.84 -1.74 -1.36  0.42
H 3.65 -3.06 0.83  -0.04
H -0.53 -1.66 1.04  0.25
H -2.32 3.57 1.10  0.26
H 8.91 -7.44 -3.92  0.34
H -3.01 4.23 -0.45  0.26
H 1.60 6.40 3.97  0.34
H -11.09 -0.34 5.81  0.31
H 0.80 -0.01 1.92  -0.56
H -11.94 -1.05 4.41  0.31
H 2.40 -5.10 -0.21  0.11
H 1.05 -1.81 -1.55  0.38
H -4.79 1.21 1.61  0.28
H -2.32 -0.08 2.28  0.48
H 4.53 -0.52 -1.21  0.25
H -1.47 3.02 -1.24  0.20
H 5.54 -6.22 -2.06  0.13
H 3.04 -2.87 3.07  0.35
H 7.73 -8.59 -4.63  0.33
H -2.86 -1.38 1.17  0.43
H -9.01 5.64 0.73  0.34
H -9.39 4.24 -0.33  0.32
H 3.28 2.36 0.48  0.28
H 3.44 1.65 -1.57  0.63
H 2.07 1.47 2.74  0.28
H 7.00 -5.32 -6.47  0.29
H 2.13 -1.28 2.82  0.25
H 7.47 -7.00 -6.78  0.32
H 6.43 -6.43 -0.54  0.35
H -10.17 4.40 1.26  0.31
H -3.16 1.88 2.08  0.33
H -6.80 3.53 -0.33  0.35
H 0.35 2.98 -0.06  0.28
H 2.07 -0.54 -3.42  0.57
H 2.57 1.03 -4.10  0.24
H 3.81 -1.25 0.63  -0.15
H -0.87 -0.78 -0.48  0.34
H 8.65 -5.85 -6.08  0.33
H 5.84 0.52 -2.06  0.29
H 3.96 -1.24 2.94  0.35
H 5.78 -1.26 -2.26  0.44
H -9.13 0.98 2.81  0.18
H -4.01 -0.02 -0.19  0.45
H 3.00 -5.39 -1.85  0.28
H 4.80 0.52 -4.16  0.62
H 1.40 4.59 5.79  0.37
H 2.83 3.97 -0.16  0.70
H -10.79 -2.02 5.34  0.30
H -0.05 4.26 -4.02  0.32
H -6.41 4.92 0.73  0.32
H -3.70 4.76 1.15  0.27

No. 8
C2H13NO4 | ωB97M-V/def2-TZVPD

charge = -1
HOMO-LUMO gap (alpha / beta) = 2.912 / 9.468 eV
spin multiplicity = 2
HOMO energy (alpha / beta) = 0.65 / -6.08 eV

Each line ends with the Löwdin spin population.
Cartesian coordinates (Å):
O 0.54 1.14 3.29  0.04
O -2.60 1.35 -0.97  0.22
O -0.14 3.05 0.01  0.09
O -0.87 -1.35 -1.34  0.12
N 1.53 -1.61 -0.69  0.01
C 0.20 -2.26 -1.01  0.09
C 1.48 -0.50 0.27  0.08
H -2.69 0.39 -0.68  0.07
H 0.31 2.39 -0.58  0.03
H -1.03 2.98 -0.31  0.03
H 1.28 0.48 -0.18  0.02
H -0.43 -0.47 -1.66  0.05
H 0.31 -2.78 -1.90  0.01
H 2.48 -0.56 0.66  0.01
H 0.67 1.46 2.37  0.01
H 0.81 -0.71 1.11  0.01
H -0.42 0.94 3.25  0.02
H 2.15 -2.38 -0.28  0.01
H -0.01 -3.09 -0.25  0.01
H -3.57 1.53 -1.11  0.08

No. 9
C16H13ClInN3O2S | ωB97M-V/def2-TZVPD

charge = +2
HOMO-LUMO gap (alpha / beta) = 5.377 / 5.972 eV
HOMO energy (alpha / beta) = -14.28 / -14.70 eV

Each line ends with the Mulliken charge.
Cartesian coordinates (Å):
In -0.27 -1.72 -0.16  1.11
Cl 5.99 -1.49 4.38  -0.07
S -2.88 -0.98 -0.14  -0.26
O 0.10 -1.50 2.24  -0.56
O 2.03 -1.34 0.26  -0.64
N -2.24 1.08 -1.91  0.32
N -0.45 0.92 -0.41  -0.03
N -3.93 -0.20 -2.48  0.11
C -1.02 3.08 -1.24  -0.72
C 4.80 -1.66 3.20  0.27
C 5.16 -1.85 1.84  -0.44
C 2.45 -1.65 2.59  0.70
C -4.94 -1.23 -2.42  -0.82
C 2.82 -1.65 1.18  0.59
C 1.05 -1.76 2.96  -0.13
C 0.47 1.48 0.36  0.15
C -0.03 3.66 -0.45  -0.52
C 3.44 -1.65 3.56  -0.64
C -1.20 1.70 -1.18  0.70
C -2.97 -0.02 -1.55  0.01
C -3.82 0.76 -3.42  -0.48
C 4.21 -1.91 0.87  -0.64
C 0.72 2.84 0.38  -0.91
C -2.76 1.56 -3.08  -0.29
H 0.87 -2.14 3.98  0.41
H 3.16 -1.60 4.60  0.46
H 4.47 -2.04 -0.17  0.45
H -4.49 -2.19 -2.19  0.35
H -4.48 0.84 -4.26  0.45
H 1.02 0.80 0.99  0.19
H 6.21 -1.94 1.58  0.45
H -5.47 -1.28 -3.36  0.31
H 1.46 3.26 1.04  0.43
H 0.13 4.72 -0.48  0.46
H -2.34 2.39 -3.61  0.45
H -1.65 3.71 -1.85  0.41
H -5.65 -1.01 -1.62  0.37

No. 10
C6H11N | ωB97M-V/def2-TZVPD

HOMO-LUMO gap = 9.861 eV
structure (SMILES) = C=NC(=C)CCC
HOMO energy = -9.06 eV

Each line ends with the Mulliken charge.
Cartesian coordinates (Å):
N 1.38 -1.52 0.54  -0.44
C 0.69 -0.32 0.86  0.55
C -2.24 0.83 -1.29  -1.30
C -0.76 -0.28 0.48  -0.74
C 1.23 0.64 1.61  -0.86
C 2.61 -1.43 0.24  -0.33
C -0.89 0.24 -0.94  -0.29
H -1.36 0.37 1.12  0.35
H -0.57 -0.51 -1.69  0.28
H -2.48 1.70 -0.67  0.31
H -2.45 1.09 -2.33  0.37
H -3.03 0.11 -1.06  0.31
H 2.29 0.73 1.75  0.31
H 3.18 -2.34 0.07  0.27
H 0.61 1.48 1.91  0.28
H -1.22 -1.27 0.53  0.31
H -0.11 0.98 -1.18  0.34
H 3.12 -0.49 0.04  0.27

No. 11
C3H12N2O | ωB97M-V/def2-TZVPD

HOMO-LUMO gap = 10.133 eV
structure (SMILES) = C[C@@H](N)CN.O
HOMO energy = -9.28 eV

Each line ends with the Mulliken charge.
Cartesian coordinates (Å):
O -3.02 -0.40 -0.93  -0.64
N -0.11 1.26 -0.15  -0.64
N 2.21 0.14 -1.07  -0.60
C -0.45 -0.51 1.61  -1.16
C 0.14 -0.13 0.23  0.25
C 1.68 -0.38 0.19  -0.84
H 0.25 -0.19 2.38  0.38
H -0.23 -0.89 -0.45  0.38
H -1.38 0.03 1.77  0.32
H 2.14 0.09 1.07  0.34
H -1.10 1.44 -0.20  0.29
H 3.23 0.05 -1.10  0.23
H 1.82 -1.46 0.21  0.35
H -3.09 -1.10 -0.29  0.31
H -2.29 0.13 -0.62  0.24
H -0.66 -1.57 1.71  0.32
H 2.00 1.12 -1.12  0.23
H 0.27 1.88 0.56  0.24

No. 12
C28H42N2O3Si2 | ωB97M-V/def2-TZVPD

charge = +2
HOMO-LUMO gap = 5.448 eV
HOMO energy = -13.24 eV

Each line ends with the Mulliken charge.
Cartesian coordinates (Å):
Si -7.02 -0.16 3.32  0.39
Si -4.66 0.67 1.49  0.42
O 7.38 -3.25 -2.46  -0.49
O -6.05 0.76 2.34  -0.46
O 6.36 -5.23 -2.13  -0.34
N 4.40 -3.96 -2.61  0.02
N 0.26 1.23 -0.46  0.43
C 0.35 0.94 -1.77  -0.50
C 1.02 4.26 -0.90  -1.32
C -4.33 2.29 0.62  -0.60
C 1.69 -0.58 0.06  -0.95
C 2.72 3.15 -2.40  -0.06
C -7.59 -1.69 2.40  -1.00
C 5.06 3.11 -1.85  -0.58
C 5.33 -5.03 -3.05  -0.55
C -6.05 -0.69 4.83  -1.01
C 3.48 4.18 -0.38  -0.32
C -8.50 0.82 3.85  -1.02
C 4.40 -2.78 -3.25  -0.09
C 6.97 -4.05 -1.68  0.81
C 0.90 0.48 0.45  -0.37
C 4.02 2.78 -2.71  -0.82
C 0.44 3.54 0.33  -0.74
C 2.72 -3.22 -1.13  -0.81
C -0.52 2.40 0.00  -0.80
C 1.13 -0.10 -2.22  -0.62
C 2.71 -1.97 -1.76  0.52
C -3.22 0.32 2.64  -0.73
C 3.57 -1.76 -2.84  -0.79
C 3.57 -4.20 -1.58  -0.35
C 4.78 3.82 -0.69  -0.66
C 1.83 -0.87 -1.30  0.88
C 2.43 3.85 -1.23  0.32
C -4.75 -0.69 0.21  -0.99
C 6.99 -3.89 -0.20  -0.95
H -5.62 -0.57 -0.43  0.30
H -5.13 2.53 -0.09  0.39
H 1.01 5.33 -0.68  0.51
H -8.30 -2.25 3.01  0.39
H -2.27 0.37 2.09  0.02
H -3.30 -0.67 3.09  0.39
H 4.79 -5.97 -3.14  0.43
H -0.15 4.26 0.91  0.39
H -8.08 -1.42 1.46  0.29
H 6.08 2.84 -2.08  0.45
H 6.23 -3.16 0.08  0.22
H 3.30 4.75 0.52  0.45
H -3.39 2.21 0.06  -0.17
H 2.06 -3.43 -0.30  0.62
H -6.71 -1.21 5.53  0.39
H 6.82 -4.82 0.34  0.35
H -6.75 -2.35 2.17  0.29
H -9.10 1.13 2.99  0.30
H 3.61 -5.18 -1.13  0.52
H 3.61 -0.81 -3.34  0.48
H 4.21 2.27 -3.65  0.55
H -3.18 1.05 3.45  0.31
H -9.13 0.21 4.50  0.31
H 5.11 -2.66 -4.06  0.43
H 2.21 -1.17 0.80  0.62
H 5.59 4.09 -0.03  0.42
H -1.10 2.11 0.88  0.18
H 7.95 -3.48 0.09  0.35
H -5.23 -1.36 4.57  0.29
H 5.72 -4.75 -4.03  0.30
H -0.22 1.57 -2.44  0.62
H 1.22 3.18 1.00  0.50
H 1.17 -0.29 -3.28  0.66
H -3.86 -0.68 -0.43  0.33
H 0.81 0.74 1.49  0.57
H -1.18 2.73 -0.80  0.48
H -4.81 -1.67 0.68  0.33
H -5.63 0.17 5.35  0.29
H 1.92 2.89 -3.09  0.53
H -4.24 3.12 1.33  0.30
H 0.36 4.13 -1.76  0.46
H -8.21 1.72 4.40  0.29

| no. | F_max (eV/Å) |
| --- | --- |
| 1 | 0.42 |
| 2 | 0.94 |
| 3 | 5.26 |
| 4 | 4.43 |
| 5 | 5.79 |
| 6 | 1.46 |
| 7 | 2.87 |
| 8 | 2.43 |
| 9 | 1.27 |
| 10 | 2.06 |
| 11 | 1.43 |
| 12 | 1.30 |